[1]
C26H19BrCrN7OS5 | the ωB97M-V functional and the def2-TZVPD basis

Calculated values
**Multiplicity**: 5
**Relative energy (zero: lowest compared OMol25 entry of this formula, charge and spin)**: 16.8 kcal per mole
**Total charge**: -1
**HOMO (spin up / spin down)**: -0.0726 / -0.1930 Eh

Structure (XYZ):
```
60
Properties=species:S:1:pos:R:3:forces:R:3
Cr -0.4717 0.8522 1.6363 -0.8756 0.3676 -0.0251
C -4.1077 -0.1617 -2.1857 0.1175 0.0123 0.0825
C -3.7238 -0.5687 -0.7887 0.1709 0.0598 0.1960
C -4.3398 -1.6722 -0.1550 -0.1766 -0.1135 -0.2704
C -3.9218 -1.9810 1.1544 0.2875 0.0810 0.1924
C -2.9275 -1.2478 1.7345 -0.2103 -0.1741 -0.2976
Br -2.4966 -1.6994 3.5400 0.0829 0.0543 0.1176
N -2.2779 -0.1943 1.1498 0.4271 0.3664 0.5900
C -2.7474 0.1151 -0.1235 -0.2576 0.0687 -0.3377
H -5.1219 -0.4851 -2.4228 -0.0207 0.0344 -0.0032
H -3.4308 -0.6136 -2.9159 -0.0606 -0.0178 -0.0440
H -4.0475 0.9213 -2.3009 -0.0160 -0.0093 -0.0629
H -5.1207 -2.2372 -0.6467 0.0212 -0.0159 0.0263
H -4.3733 -2.7843 1.7194 -0.0366 0.0180 -0.0025
H -2.2694 0.9635 -0.5974 -0.0227 -0.0210 0.0327
S 1.3021 2.4850 2.0560 0.0558 -0.1706 -0.0107
C 0.0661 3.6413 1.7716 -0.0720 0.0453 0.0391
S -1.3213 3.0175 0.9350 0.0473 -0.2142 -0.0303
C 0.1231 4.9472 2.2265 0.0097 -0.0761 -0.0490
C 1.2301 5.4449 2.9630 0.2460 0.0029 0.1774
N 2.1045 5.8696 3.5844 -0.0308 -0.0249 -0.0700
C -0.9701 5.8387 2.0749 -0.2641 0.1133 -0.0421
N -1.8617 6.5683 2.0020 0.0397 -0.0521 -0.0142
N 1.1585 -2.2503 0.9407 0.0958 0.1595 0.0182
C 1.1970 -1.7366 2.1848 0.0650 -0.2793 0.1048
N 0.5286 -0.6882 2.5925 0.0920 0.0061 0.1556
C 0.6773 -0.4795 3.9568 0.4075 -0.5357 0.0803
C 1.4990 -1.3506 4.5835 -0.0406 0.0788 -0.1684
S 2.1014 -2.5160 3.4531 -0.1608 0.1958 -0.0456
C -0.1144 0.5785 4.5486 -0.2717 0.4440 0.5184
C -0.1550 0.9484 5.8482 0.0290 0.0030 -0.1406
S -1.3108 2.2114 6.0697 0.0413 -0.0989 -0.2805
C -1.6729 2.1565 4.3606 -0.0712 0.0070 0.3357
N -0.9737 1.2683 3.7062 0.0644 -0.1890 0.0153
N -2.6417 2.9371 3.8454 0.0010 0.0138 -0.0973
H 0.8372 -1.6032 0.2168 -0.0380 -0.0083 0.0143
H 1.9092 -2.8676 0.6811 -0.0462 -0.0240 -0.0382
H 1.7779 -1.3882 5.6220 -0.0500 0.0038 0.0002
H 0.4215 0.5725 6.6759 -0.0035 -0.0324 -0.0334
H -2.8939 3.7595 4.3672 -0.0023 0.0204 -0.0173
H -2.6093 3.0587 2.8314 0.0403 -0.0218 -0.0015
C 4.4064 -4.0513 -6.8969 0.0572 -0.0941 -0.0781
C 3.5428 -3.2759 -5.9403 -0.1262 0.2797 0.0945
O 2.8259 -3.7696 -5.1167 0.0695 -0.1500 -0.0022
S 3.7169 -1.5027 -6.1588 -0.0959 0.0641 0.1109
C 2.8194 -0.9002 -4.7447 0.2102 -0.1337 -0.2414
C 3.5333 -0.3589 -3.6825 -0.0830 -0.0239 -0.0088
C 2.8634 0.0330 -2.5377 -0.0094 0.0093 0.0023
C 1.4746 -0.1185 -2.4364 0.1492 -0.0201 -0.1192
C 0.7692 -0.6132 -3.5387 -0.0245 -0.0093 0.0039
C 1.4365 -1.0028 -4.6860 0.0203 0.0504 0.0299
C 0.8133 0.1890 -1.2104 -0.1778 -0.0352 0.1732
C 0.2742 0.3977 -0.1380 0.4540 0.0416 -0.6746
H 3.8967 -4.9636 -7.2024 -0.0370 0.0373 0.0141
H 5.3224 -4.3317 -6.3743 0.0077 0.0245 0.0002
H 4.6721 -3.4508 -7.7655 0.0209 -0.0352 -0.0211
H 4.6083 -0.2579 -3.7578 0.0010 -0.0252 0.0452
H 3.4082 0.4485 -1.7002 -0.0241 -0.0051 0.0119
H -0.3075 -0.7000 -3.4769 0.0014 -0.0243 0.0347
H 0.8932 -1.4013 -5.5317 -0.0273 -0.0280 0.0102
```
Forces are in eV/Å.

These are the Mulliken partial charges, in e, on atoms 1 to 2:
1 Cr 0.048
2 C -1.423

=====

[2]
C9H27AsF6O4 | the ωB97M-V functional and the def2-TZVPD basis

Calculated values
**Multiplicity**: 1
**Relative energy (zero: lowest compared OMol25 entry of this formula, charge and spin)**: 96.6 kcal per mole
**HOMO**: -0.3819 Eh

Structure (XYZ):
```
47
Properties=species:S:1:pos:R:3:forces:R:3
O 9.0749 22.1016 26.0618 -0.3145 0.6472 0.1990
H 9.9306 21.8332 26.4042 1.3999 -0.4421 0.2185
H 8.8795 21.6897 25.2169 -0.0238 -0.5315 -1.3316
H 8.4146 21.7879 26.6841 -1.0759 -0.2669 0.9065
As 6.0349 17.2680 24.2222 -1.3262 -0.4002 0.8280
F 7.0518 16.8148 25.6854 -1.2848 0.2555 -1.7667
F 5.3035 15.6710 23.9717 0.9696 1.0049 0.5328
F 5.0510 17.8639 22.8670 1.1037 -0.2703 0.7188
F 6.6278 18.9360 24.4779 0.0805 -0.8178 -0.3549
F 7.3880 16.7764 23.1472 -1.1187 0.9144 1.0482
F 4.6068 17.6538 25.3089 1.8464 -0.3429 -0.8797
C 5.0702 20.1651 30.8703 -0.7635 -0.4871 0.2374
C 5.2590 20.2674 29.3561 -1.1831 1.9971 1.3753
C 4.4789 21.4917 28.8164 -0.5504 -0.9476 -0.8820
O 6.6199 20.5223 29.1584 1.2512 -0.2959 -1.0624
H 5.5003 19.2282 31.2243 0.0595 -0.1027 0.1068
H 4.0060 20.1373 31.1046 -0.0893 -0.1664 0.0664
H 5.4916 20.9675 31.4759 0.1979 0.2319 -0.4512
H 4.8896 19.3338 28.9318 0.2131 0.0489 -0.4962
H 4.2979 21.4620 27.7420 0.5412 -0.3412 -0.3133
H 4.9324 22.4687 28.9832 0.0337 -0.2085 0.6569
H 3.4453 21.4207 29.1553 0.0941 0.3801 0.5748
H 7.0727 19.7382 29.4773 0.3562 -0.0493 -0.0196
C 11.4250 18.2890 27.0535 0.8755 0.1341 0.9053
C 12.6258 19.1818 27.3494 0.8833 0.6516 -1.1128
C 13.6381 19.1482 26.1920 0.3102 -0.8174 0.0310
O 12.2335 20.5562 27.4132 -1.4115 1.2347 -0.3843
H 11.7920 17.3276 26.6941 -0.1527 0.0099 -0.0327
H 10.8246 18.7559 26.2728 -0.1295 -0.1000 0.1021
H 10.8756 18.1051 27.9769 -0.3804 0.0853 -0.2603
H 13.1148 19.1511 28.3231 0.0449 -1.6382 0.0176
H 13.9987 18.1569 25.9172 -0.1071 -0.2234 0.3176
H 14.5406 19.7142 26.4228 -0.0310 0.2538 0.0500
H 13.1945 19.5295 25.2723 -0.1907 0.2443 0.1124
H 13.0468 21.0402 27.2521 -0.0693 0.3493 0.0818
C 10.5884 21.4498 19.9764 -0.8283 0.1603 -0.1744
C 9.2844 21.5409 20.7219 -1.3099 -1.5028 -0.3392
C 8.0771 20.7709 20.0787 0.9923 1.9669 0.5977
O 9.4466 20.9533 21.9782 0.4705 0.2392 2.1657
H 10.3358 21.8902 19.0119 0.9154 0.1343 -0.2600
H 10.9103 20.4148 19.8615 -0.0412 -0.0103 -0.1053
H 11.3152 21.9889 20.5840 0.2331 0.1472 -0.5204
H 9.0325 22.5940 20.8477 -0.1207 0.0285 0.2613
H 7.7642 21.4322 19.2707 -0.0835 -0.9631 -0.8169
H 7.2360 20.7722 20.7719 0.1648 -0.1359 0.1796
H 8.4170 19.7489 19.9110 -0.3662 0.0787 -0.7438
H 9.3664 20.0012 21.8851 -0.0849 -0.1369 0.0163
```
Forces are in eV/Å.

These are the Mulliken partial charges, in e, on atoms 1 to 2:
1 O -0.322
2 H 0.403

=====

[3]
C47H46F3HfN2O5P2S7Sb | the ωB97M-V functional and the def2-TZVPD basis

Calculated values
**Multiplicity**: 1
**Relative energy (zero: lowest compared OMol25 entry of this formula, charge and spin)**: 33.2 kcal per mole
**Total charge**: -2
**HOMO**: -0.0984 Eh

Structure (XYZ):
```
114
Properties=species:S:1:pos:R:3:forces:R:3
Hf 0.0314 -0.7867 -0.0045 1.1098 -0.1243 1.4245
C -2.2907 -3.1611 3.3678 -0.2200 1.0108 0.2983
C -1.2673 -2.0239 3.6364 -0.8855 0.0548 -0.8705
C -1.1110 -1.8406 5.1222 -0.2084 -1.4369 -0.2710
C -1.5948 -0.6390 2.9770 0.3692 -1.3114 -0.1551
C -2.8802 0.0274 3.3931 -0.1199 0.8563 -0.7376
O -3.8327 -0.4157 2.3750 0.1747 0.2746 -0.3219
C -3.1026 -0.8122 1.3271 2.6198 -0.8538 0.5777
N -1.8061 -0.8927 1.5120 -1.7585 0.6250 -0.2739
C -3.8772 -1.3735 0.2114 -1.8917 -0.3489 0.5430
C -5.1053 -1.9460 0.6548 0.1026 0.2524 0.1556
C -6.0666 -2.4000 -0.2066 -0.1152 -0.2877 -1.6522
C -5.7798 -2.3226 -1.6040 -1.7663 -0.5791 0.8921
C -4.6217 -1.7935 -2.0422 0.6496 0.0463 0.7508
C -3.6618 -1.3521 -1.1444 1.5232 0.2809 -0.2425
P -2.0969 -0.7405 -1.8619 0.5527 -0.3105 -1.0384
C -1.5730 -1.8680 -3.2823 -0.5343 -0.3533 0.8063
C -0.3913 -1.5516 -3.9518 0.4454 0.5461 0.1422
C 0.1383 -2.3272 -4.9656 -0.6476 -0.1546 -0.5390
C -0.5652 -3.4905 -5.3395 1.0753 0.3730 0.5179
C -1.6577 -3.8750 -4.5999 -0.5887 0.3124 -0.0847
C -2.2071 -3.0627 -3.6085 0.8911 0.3056 -0.5708
C -2.7644 0.6152 -2.8654 -0.5103 1.1051 0.1437
C -2.3922 0.8210 -4.1888 -1.1371 0.5093 0.0069
C -3.0094 1.8596 -4.9154 1.3329 -0.6564 -0.5540
C -3.8995 2.7111 -4.3463 -1.2511 0.4566 1.1177
C -4.3198 2.4948 -3.0118 0.5144 -0.1482 0.5089
C -3.7173 1.5032 -2.2662 0.4251 -1.1762 -0.0842
H -2.0515 -3.9344 4.0979 -0.2788 -0.1911 -0.2542
H -2.2191 -3.5740 2.3778 0.2886 -0.2374 -0.4043
H -3.3445 -2.8360 3.4809 0.3395 -0.0011 0.3479
H -0.3199 -2.3287 3.1754 -0.1101 -0.0140 0.3164
H -2.0388 -1.5527 5.5859 -0.3612 0.5786 0.2850
H -0.3012 -1.1999 5.3105 0.9075 1.2268 0.6136
H -0.8791 -2.8062 5.5733 0.2004 -0.0734 -0.0285
H -0.7332 -0.0103 3.1340 0.3529 0.4421 0.0021
H -2.8232 1.1327 3.3581 -0.0126 -0.5744 -0.1330
H -3.2981 -0.2659 4.3273 -0.1034 -0.3788 0.7522
H -5.2655 -2.0062 1.7142 -0.1252 0.0508 0.2329
H -7.0450 -2.8147 0.1050 0.9020 0.2781 0.0357
H -6.4894 -2.6870 -2.3434 -0.0817 0.0418 0.2377
H -4.3584 -1.7316 -3.0591 -0.1564 0.0794 -1.1779
H 0.1525 -0.6409 -3.7079 -0.0993 -0.1493 0.2413
H 1.0277 -1.9437 -5.4822 -0.3106 -0.5002 0.1661
H -0.2177 -4.1592 -6.1121 0.1985 0.1021 -0.1721
H -2.1418 -4.8021 -4.8458 -0.2024 -0.2782 -0.0102
H -3.1090 -3.3785 -3.1478 -0.4202 -0.2597 0.5606
H -1.7289 0.1609 -4.7230 0.0602 0.0167 0.1266
H -2.7177 1.9808 -5.9629 -0.1147 0.0775 0.3366
H -4.3048 3.5342 -4.9157 -0.1493 0.0178 -0.0733
H -5.0641 3.0487 -2.4342 0.1519 0.3672 -0.8176
H -4.0184 1.3315 -1.2075 0.2777 0.2431 -0.9449
S 2.9596 -4.9505 -0.2698 -0.2543 0.4162 -0.1951
Sb 1.1944 -3.9076 0.7454 1.4861 -0.3865 0.5118
S -0.4375 -3.1449 -0.7581 -0.6860 0.4484 -0.6878
S 1.7951 -1.6668 1.5296 -0.7356 -0.0978 -0.4695
S 0.2908 -5.1273 2.3893 -0.3198 -0.2308 0.3910
C 4.3116 -4.3050 -5.0538 0.1827 -0.6611 0.5785
C 4.3834 -2.8172 -5.0809 -0.2032 -0.3066 -0.3224
C 4.4500 -2.1744 -6.3219 -0.4048 1.6914 1.9018
C 4.3965 -0.7615 -6.2879 0.3838 -1.1597 -0.3339
C 4.3471 -0.0619 -5.0795 -0.0627 0.1651 -1.4551
C 4.3304 -0.7306 -3.8817 0.5589 0.6212 1.7800
C 4.3750 -2.1149 -3.8723 -0.5964 -0.3841 0.3544
S 4.4069 1.7258 -5.1268 0.5394 1.2793 -0.1975
O 3.9365 2.2212 -6.4098 0.0160 -0.9159 0.7678
O 5.7264 2.1339 -4.7006 -0.5002 -0.3907 -0.0596
N 3.3670 2.2572 -3.9639 -0.4578 -0.8500 -1.1577
C 1.9800 1.7386 -4.1244 -0.1724 0.1561 0.5961
C 1.1950 1.8973 -2.8081 0.3867 0.8641 -0.1106
C 1.9573 1.2150 -1.6801 1.0827 -0.3772 0.7206
O 3.0731 1.5846 -1.2918 -2.1079 -0.7370 -0.8351
O 1.3495 0.1143 -1.2352 0.0241 0.5839 -0.2238
H 3.5481 -4.7557 -5.7039 0.2581 0.3333 0.0311
H 4.1160 -4.6393 -4.0364 -0.1669 -0.1050 0.0395
H 5.2918 -4.7102 -5.3001 0.0472 -0.2154 -0.2795
H 4.4786 -2.7673 -7.2179 0.0259 0.1282 -0.3523
H 4.4696 -0.2525 -7.2265 -0.1611 0.5660 -0.2499
H 4.3672 -0.1376 -2.9230 -0.2463 -0.8511 -1.0037
H 4.2879 -2.6814 -2.9177 0.1652 0.5388 -0.7690
H 3.7624 2.0721 -3.0416 -0.2181 0.1522 0.2525
H 1.9324 0.6575 -4.3166 0.4570 0.0399 -0.2870
H 1.4711 2.2342 -4.9672 0.3363 0.0158 0.4099
H 0.2087 1.4631 -2.9462 -0.0285 -0.0980 0.1331
H 1.0408 2.9530 -2.5431 0.2156 -0.2194 -0.0745
S 2.1575 4.6094 3.3076 -0.1509 -0.6823 0.3028
P 1.8536 2.8692 4.2833 -0.0757 0.8485 -0.1549
S 1.8497 1.1235 3.3274 -0.3392 0.2790 0.2453
C 0.2813 3.1841 5.2494 0.7329 0.0387 -1.0310
C -0.8740 3.1288 4.4751 -0.2327 0.2339 -0.1042
C -2.0391 3.7110 4.9276 -1.6043 0.0794 0.7654
C -2.1099 4.2609 6.2272 0.5637 -0.0098 -1.1694
C -0.9550 4.2475 6.9754 -0.2925 0.6658 2.2597
C 0.2393 3.7609 6.5049 0.5948 -0.8012 0.1342
C 3.0618 2.7731 5.6468 0.2541 0.2897 0.0650
C 3.6657 3.8921 6.2083 -0.7809 1.6993 -0.2174
C 4.5514 3.8433 7.2582 0.7670 -1.6711 0.7475
C 4.8833 2.5557 7.7551 -0.0273 0.3661 -0.2412
C 4.2851 1.4231 7.1944 1.6125 0.4644 0.9652
C 3.4145 1.5464 6.1487 -0.3522 -0.5047 0.0931
H -0.8226 2.7130 3.4778 0.0276 -0.0604 -0.0829
H -2.9900 3.7014 4.3510 0.9350 -0.0119 0.0917
H -2.9747 4.8003 6.5853 -0.2516 -0.2754 0.0080
H -0.9682 4.6087 8.0381 -0.1020 -0.1213 -1.0999
H 1.1158 3.7582 7.1597 -0.2242 0.1352 -0.3603
H 3.3764 4.8968 5.8681 0.0932 -0.5794 -0.2812
H 5.0243 4.7442 7.6568 -0.2380 -0.2803 -0.1164
H 5.6400 2.3852 8.5254 -0.2399 0.3570 -0.1008
H 4.6589 0.4528 7.5286 -0.4394 0.1248 -0.0646
H 2.9989 0.6600 5.7372 -0.3621 -0.5541 -0.5270
F 0.4185 2.3058 0.5068 1.3206 0.6180 -0.2369
C -0.6354 1.5416 0.2995 -0.9271 -0.3737 1.5439
F -1.2438 2.0439 -0.7978 -0.4272 0.4766 -1.2687
F -1.5154 2.0239 1.3263 0.0174 -0.8970 -0.2976
```
Forces are in eV/Å.

These are the Mulliken partial charges, in e, on atoms 1 to 2:
1 Hf 1.523
2 C -1.569

=====

[4]
C5H12N2 | the ωB97M-V functional and the def2-TZVPD basis

Calculated values
**Multiplicity**: 1
**Relative energy (zero: lowest compared OMol25 entry of this formula, charge and spin)**: 79.4 kcal per mole
**SMILES**: C=CC(C)(C)NN
**HOMO**: -0.3067 Eh

Structure (XYZ):
```
19
Properties=species:S:1:pos:R:3:forces:R:3
C -1.7820 1.3194 -0.0322 -0.0545 1.0158 2.2888
C -0.9397 0.7307 -0.8256 2.6602 -2.4220 -0.0627
C 0.2619 -0.2841 -0.2680 -3.7540 1.6613 1.3299
C -0.0807 -1.6037 -0.9411 4.2696 -0.6098 -0.7368
C -0.0369 -0.5556 1.3322 1.3337 -2.3562 -3.7879
N 1.5454 0.2581 -0.5618 3.4466 -2.5030 -0.4687
N 2.0433 1.4349 0.0878 0.2112 -0.1700 0.0512
H -2.5248 1.8190 -0.5478 -1.7847 1.2325 -0.6124
H -1.7806 1.5041 1.0804 0.2914 -0.7787 -1.3372
H -1.1691 0.8016 -1.9204 0.7138 -0.3570 0.9658
H 0.5027 -2.4912 -0.5379 -0.2188 1.1091 -0.1715
H 0.1850 -1.5910 -2.0182 -0.7373 0.0963 0.4403
H -1.0461 -1.8349 -0.6919 -2.6345 -0.4358 -0.0147
H 0.6313 -1.4313 1.5532 -0.7727 0.6952 0.1216
H 0.3127 0.2530 1.8376 0.6205 2.3319 1.9073
H -1.0754 -0.7829 1.4789 -0.3149 -0.0669 0.2731
H 2.2947 -0.5777 -0.3858 -2.1989 2.7431 -0.3934
H 2.2486 2.2539 -0.4975 -0.4839 -1.0859 -0.4895
H 1.4346 1.7777 0.7973 -0.5928 -0.0998 0.6968
```
Forces are in eV/Å.

These are the Mulliken partial charges, in e, on atoms 1 to 2:
1 C -0.722
2 C -0.457